Record 1
# C36H56Cl4CrO24S2

C36H56Cl4CrO24S2 as an isolated structure in a non-equilibrium geometry (ωB97M-V with the def2-TZVPD basis set, the Open Molecules 2025 dataset).

Cartesian coordinates (Å):
C  0.7003  0.1401  -5.1461
H  1.9142  0.1951  2.2180
H  -4.3594  3.5102  3.4042
O  1.4585  1.3859  3.8496
H  4.6675  -5.6868  3.3179
O  -1.8427  -1.4809  -3.5262
H  -0.9186  6.9562  -3.3130
O  0.5685  3.1511  4.9540
C  -1.4115  -1.2474  5.3505
H  6.0711  -1.7157  3.9569
O  2.2599  4.9931  -2.1824
H  -1.7845  -3.2602  -4.5286
H  -3.4412  -4.2543  -3.0333
Cr  -0.6059  -0.8718  0.3850
H  -3.4722  2.0239  -5.8172
H  -2.2615  -3.0505  -0.8295
C  1.6895  -0.3547  -4.0972
H  -2.9945  -2.3191  4.4073
H  -0.1109  -6.9198  1.1229
H  -0.4493  6.7678  -0.3264
C  -3.4898  1.5075  -3.7008
H  3.2335  1.4304  2.7415
C  2.1585  1.1872  2.5769
O  -1.9910  4.3410  -5.3724
O  -4.1233  0.3257  1.1189
O  -0.3807  -0.4192  2.2315
O  -1.8507  0.6571  0.0577
O  -2.9697  5.1200  -0.1047
H  -0.3635  -3.1072  3.1876
H  4.7747  -1.7736  0.0630
H  3.7176  -0.5470  0.6375
S  -3.1709  -0.1874  0.0900
H  1.0789  -0.7160  -3.2784
C  2.3688  -1.5961  -4.8387
H  2.4149  0.3679  -3.7364
H  0.9494  -5.2016  3.3683
H  3.2512  -1.2076  -5.4473
C  -1.2315  -2.4501  3.2679
H  -2.0159  6.4759  -2.0959
H  -3.0189  0.6519  -3.1194
C  -2.5638  -2.6329  -4.0797
H  -4.2197  1.9048  2.7722
O  -3.8092  -0.4151  -1.1972
Cl  2.0008  -7.3134  3.1774
H  -0.5611  -1.4005  5.9941
H  0.3334  3.9394  2.2382
O  -0.8699  -0.3926  4.3500
Cl  -1.3366  -6.3341  3.0371
C  -0.9507  6.4730  -2.3383
C  -0.2393  5.1139  -2.1948
C  -2.4884  3.5096  -4.6911
C  0.3594  -1.1655  -5.9195
C  -4.2522  3.4459  1.2567
C  4.5740  -0.7261  0.0794
H  -4.6372  2.9733  -2.5213
C  4.3507  -4.3246  4.7726
H  2.1173  2.5909  0.7998
H  -1.9441  -2.6985  2.5212
H  -0.2145  0.5810  -4.7947
H  -1.8168  -3.3213  5.1869
H  -3.3693  -2.3882  -4.8570
O  1.2712  -0.6907  0.2323
C  -0.0871  -6.0197  1.7674
O  2.2754  -2.8000  -0.7687
H  -4.4763  1.1300  -3.9338
C  1.2059  -5.8128  2.5012
C  5.3302  -3.5292  2.7338
H  2.0216  -5.4358  1.8862
H  -1.8849  1.4760  -5.3954
C  -0.2242  7.1562  -1.3032
H  6.3416  -3.9696  2.6997
Cl  6.0074  0.0593  0.9262
C  -0.8083  -0.9876  3.2162
C  4.3093  -0.1622  -1.2674
H  -1.9338  2.1064  2.2359
C  -3.1554  -3.1966  -2.8342
H  -0.2331  8.2377  -1.2664
H  -0.2561  -5.1081  1.1898
H  4.9805  -3.3161  1.7491
H  -3.0022  2.5453  -1.8673
C  -2.3467  3.0106  2.6203
H  1.0970  0.8730  -5.8525
O  2.1995  -2.5610  1.5898
O  0.1245  -2.7391  0.3800
H  1.9391  4.0790  2.7313
O  1.3853  -2.0646  -5.8363
C  1.2075  5.4803  -1.9324
H  5.2154  -0.3385  -1.8445
H  -1.8719  3.2111  3.5822
H  4.4671  -1.7088  3.4900
C  -1.9875  -2.4132  4.6033
H  -4.0148  -2.5963  -2.5153
C  5.1957  -2.4407  3.7450
O  -0.6058  -1.3622  -6.6220
C  -3.0444  4.2716  0.7810
O  4.0695  -5.0876  5.6631
C  4.3670  -4.6336  3.3074
C  1.1347  3.3650  2.6101
H  -2.1563  -0.7592  5.9197
C  -2.0249  -3.0271  -1.8736
O  -2.6146  -1.4889  0.5674
H  -4.4012  2.6424  0.4938
H  2.6741  -2.3890  -4.1572
O  4.9494  -3.0946  4.9814
C  0.9576  2.6518  3.9034
H  3.3521  -4.5133  2.9816
H  -0.2053  4.4829  -3.0798
C  -1.5131  -1.7352  -2.2537
H  -5.1119  4.1306  1.3330
O  -1.9831  3.9983  1.6128
C  -3.6048  2.7586  -2.7825
S  1.5596  -2.2936  0.3375
O  -0.8105  -0.9140  -1.6996
C  -2.7650  2.0348  -4.9693
H  -1.2479  -3.7987  -2.0635
H  -0.6142  4.6436  -1.2860
H  0.6162  1.7788  1.2463
Cl  3.9318  1.5676  -1.3129
C  -3.8779  2.9115  2.6610
O  -2.9593  3.8322  -3.4615
H  3.4405  -0.6558  -1.7060
C  1.5268  2.2226  1.6068
O  1.1872  6.7459  -1.4063

Cartesian forces, eV/Å:
C 0.2013 -1.0154 -0.6259
H 0.6237 -0.1839 0.2937
H 0.0332 0.5908 0.6200
O 0.0085 0.7150 -0.5419
H 0.0105 0.2919 -0.7814
O -0.1148 0.2287 -0.6555
H 0.6188 -0.2310 -0.2072
O 0.1811 -1.1143 -1.5338
C 0.5324 -0.2661 0.1443
H -0.7118 -1.6787 -0.6187
O 0.4341 -1.3573 -0.1722
H -0.3319 -0.0518 -0.0708
H -0.0069 0.6572 0.4946
Cr -1.8463 -0.5442 -1.6605
H 0.1996 0.1108 0.2348
H -0.2235 -0.1345 0.4050
C -0.1013 -1.2305 -0.8783
H -2.2429 0.4033 -0.2326
H 0.1790 0.6735 0.2578
H -0.9406 0.0843 0.5613
C 0.7809 -0.6935 0.5712
H -0.6226 -0.6254 -0.0887
C -0.0617 1.2141 -0.4211
O 0.6866 0.5448 -0.9269
O 1.8494 -0.3880 -1.8312
O 0.0987 1.0238 0.0662
O -1.1087 -0.2374 -0.0347
O -0.0695 -1.9043 1.5854
H 0.0376 0.1940 0.1605
H 0.1593 -0.6274 -0.2499
H -1.2541 0.2941 1.6323
S -2.3036 1.4166 2.0456
H 0.2316 -0.1154 0.4459
C 0.2193 2.1098 -0.9112
H 0.0220 0.0353 -0.0507
H 0.6421 0.2039 -0.1674
H -0.9240 -0.6921 0.8625
C -0.2850 0.9530 1.3490
H 0.0870 -0.5583 0.1173
H -0.1981 1.2876 -1.0174
C -0.5398 0.6683 -0.8666
H 0.0170 -0.6450 0.0590
O 0.7204 0.6760 -0.0486
Cl -0.6522 0.1867 -0.1606
H 0.1450 -0.7699 0.3999
H -1.3168 0.4783 0.0536
O -0.3397 1.3901 -0.0210
Cl -0.2172 0.3026 -0.4854
C -1.2456 -1.0830 -0.9697
C 0.3635 -0.3679 -0.9979
C -0.6471 -0.9793 1.1500
C -0.0953 0.7644 -0.9456
C 0.1011 0.3189 -0.4105
C 1.0361 0.8776 0.1710
H 0.0656 0.4384 -0.0670
C 1.2222 -0.0106 0.7902
H 0.6148 -0.1217 -0.5062
H -0.1970 -0.0204 -1.1146
H -0.2705 -0.0658 0.5522
H -0.2476 -0.0434 -0.1085
H 1.5524 0.3148 1.0739
O 1.0604 -2.1972 -0.4906
C 0.2607 -1.0816 -0.0354
O 0.5768 -0.2700 -1.8716
H -0.2512 0.0141 -0.2520
C 0.7159 -0.6531 0.3613
C -0.0343 -2.3473 0.0730
H -0.5524 0.4801 -0.0921
H -0.7427 0.6612 0.8914
C 2.4128 1.2551 2.0750
H -0.2913 0.4109 -0.0537
Cl -0.7228 -0.3803 -0.4166
C 0.0269 -1.8954 -0.7370
C 0.7034 -0.3232 -0.8471
H 0.2214 -0.9683 -0.1404
C -1.1128 -1.6628 -0.3961
H -0.0388 0.2099 -0.1805
H -0.5422 -0.0763 0.1841
H 0.0701 0.6130 -0.6767
H -0.6709 0.4081 -0.4313
C -0.3182 -0.0477 -0.0287
H 0.2847 -0.2347 -0.1423
O 0.3717 -0.0542 1.1370
O -0.9199 0.0390 -0.0068
H 0.4734 0.0797 0.1812
O -0.0782 0.5704 1.4016
C -0.5307 2.4462 0.1721
H -0.2137 0.2203 -0.5228
H 0.0019 0.5052 -0.2280
H -1.4449 0.1580 -0.1123
C 2.7830 -1.9224 0.7325
H 0.0851 -0.2230 -0.0821
C 2.1498 1.8343 0.7369
O 0.7709 -0.0401 0.7744
C 0.2888 1.1341 0.1468
O -0.1235 1.0374 -0.3137
C 0.7309 0.6187 0.8013
C 1.2356 -1.3741 -1.3609
H -0.6991 0.9924 0.3994
C 0.1790 -1.8982 0.9723
O 1.8596 -0.9261 0.5717
H -0.1559 0.5554 0.7628
H -0.2289 -0.1029 -0.2635
O -1.1475 -0.7580 0.7354
C -0.0094 0.6774 2.1796
H -0.3358 0.0435 -0.5583
H -0.6052 -0.2832 0.2066
C 0.4732 1.1899 -2.1891
H 0.1908 -0.4207 -0.4874
O -0.8090 0.5081 -0.2462
C 1.3428 -1.4752 0.5030
S -0.2598 2.5374 1.1352
O 0.4415 -0.1752 1.0480
C -0.2509 -0.5560 -0.6033
H -0.1193 0.5108 0.0878
H -0.2102 -0.4469 -0.2095
H -0.4348 -0.0591 -0.4653
Cl 0.0544 0.1845 0.1451
C 0.5321 0.4727 -1.6033
O -0.3731 0.3448 -0.0844
H 0.2271 -0.2086 0.0987
C -0.4695 0.4406 2.2673
O -0.3868 0.2161 -0.3696

Values from the calculation:
HOMO-LUMO gap (alpha / beta) = 9.70 / 9.80 eV
HOMO (alpha / beta) = -7.800 / -7.889 eV
net charge = -1
multiplicity = 4
ΔE to the lowest compared entry with this formula, charge and spin = 0.000 eV
E_LUMO (alpha / beta) = 1.9 / 1.9 eV
E = -6893.07838 a.u.



Record 2
# C36H56NO9S

A 2-piece molecular cluster, C36H56NO9S overall in a non-equilibrium geometry (ωB97M-V with the def2-TZVPD basis set, the Open Molecules 2025 dataset).

Cartesian coordinates (Å):
C  5.0957  1.2276  1.9310
C  5.3543  1.0543  3.5451
O  -1.6137  1.6812  3.4382
C  -1.2769  0.8014  2.3084
H  1.0840  -3.0294  -4.2170
C  -1.4977  -1.3657  -0.3034
C  2.3562  2.1513  -0.6959
O  2.3523  1.9001  4.3467
C  -4.5100  2.8135  -4.5400
H  3.2549  2.4316  -1.4182
H  1.5871  -0.7803  -4.0461
H  3.2458  -0.6697  -1.6737
H  3.4589  -3.3943  -1.9295
H  -3.4470  -1.8383  -1.5166
H  -0.9777  -0.2885  2.6934
H  -2.0581  -1.3756  0.7473
C  1.6833  -3.5881  -3.3760
C  0.5741  -4.8957  2.1116
O  0.6778  3.6010  4.0803
C  0.0091  -6.8347  -1.3105
H  2.0615  1.5792  -3.2019
H  5.4659  -0.4696  5.5433
O  2.0462  -6.3358  0.5658
C  -0.2065  0.2057  5.3287
C  -4.9664  -0.2765  -3.4929
C  -0.6261  5.8314  3.6895
H  1.9223  -6.3417  -2.4592
C  1.1271  1.0770  -2.7038
H  -0.4178  -1.8139  -0.2213
H  -2.2754  -3.3648  -1.1045
H  -3.8657  0.8827  -5.3184
O  -4.0575  0.7911  -3.2406
H  -5.3832  -0.6043  -2.5375
H  1.0056  4.9362  2.3729
H  -6.7713  3.7892  -3.2963
H  1.4035  -5.2071  2.8806
H  4.1173  4.3781  0.9262
C  1.2493  -0.5524  -2.9419
H  -7.6312  2.2730  -3.6475
H  -2.0826  5.6302  1.8092
H  -2.3132  0.7571  -0.4675
C  0.1259  4.4850  3.0420
O  -5.9075  2.5631  -4.7181
H  -1.7759  -2.1351  -2.4460
C  -2.0577  6.1042  2.8804
H  -3.6140  7.9456  1.8728
C  1.3126  2.1157  1.9109
C  5.2997  -0.3790  4.3690
H  -4.4278  -1.1131  -3.9498
C  -0.0331  1.3137  1.3715
C  -2.3445  -2.2199  -1.4192
H  0.3222  -6.2636  -3.5002
H  3.6190  -2.3398  -3.4834
H  0.5939  -7.8299  -1.0070
H  0.6493  -3.7887  1.7318
H  4.5065  -2.6131  1.1563
C  4.9565  -1.7396  3.4694
H  -0.5195  -5.1196  2.4691
O  -2.7753  0.2634  5.1422
H  0.1234  1.4166  -3.2483
H  -1.4394  0.2048  -2.0435
C  4.7940  -0.1849  1.0895
O  -0.3572  -6.0624  -0.1043
H  1.7732  -1.5686  -0.9046
C  3.9353  3.3235  1.4380
C  -6.6451  2.7251  -3.5098
C  0.6487  -4.3329  -2.3042
H  -0.4535  -4.0637  -2.6706
C  -0.0499  0.9927  -0.2699
O  5.1440  2.4866  1.1695
C  2.8490  -2.6934  -2.6464
H  -0.7184  3.9720  2.3740
H  4.8806  -2.7907  3.9899
H  0.5714  -0.0951  4.4745
H  3.9402  3.5215  2.5963
N  1.1082  1.4058  -1.1994
H  0.0090  6.8145  3.5451
C  -1.3501  0.1837  -0.8770
H  0.2031  -1.1091  -2.8072
H  -2.9634  5.7038  3.5465
H  -2.6515  1.7485  -4.3654
S  -2.4168  7.9600  2.6568
C  2.3006  -1.3082  -1.9346
H  -1.0096  -7.2119  -1.7824
C  -3.7176  1.5085  -4.4307
H  4.6314  -0.1595  -0.0692
H  0.8702  -3.9102  -1.2319
C  1.4964  2.5097  3.4920
C  4.7195  -1.6545  1.8347
H  5.5772  2.0151  4.1776
H  -0.3661  -0.7650  5.9662
H  -0.9219  5.6361  4.8127
H  -5.7905  0.0293  -4.1454
H  -2.2953  0.6320  1.7091
H  0.3186  1.0370  5.9647
H  2.2499  -4.4857  -3.9224
C  2.5662  2.5641  0.8985
H  -4.3371  3.4545  -3.6638
H  -4.1688  3.3598  -5.4258
H  -6.1534  2.2345  -2.6627
C  0.8181  -5.8529  0.7740
C  0.8102  -5.9576  -2.4559
C  -1.6171  0.7509  4.6160

Cartesian forces, eV/Å:
C -0.1901 -4.9295 1.6463
C -0.5987 -2.0596 -1.3360
O 1.0620 -3.3464 1.2678
C -0.2152 -1.2609 -0.7371
H 1.2514 -0.8781 1.7633
C 0.0717 0.2049 -0.7152
C -1.5091 -0.2177 3.9687
O -5.7271 3.8377 -6.2949
C -0.3092 -0.2955 -0.3783
H -2.4504 -0.8742 1.3447
H -0.6533 0.8208 2.1168
H -1.8486 -0.9577 -0.5825
H -1.3253 1.5071 -1.1237
H 2.1972 -0.8252 0.1866
H -0.4764 2.3536 -0.8212
H 1.3951 -0.0025 -2.3463
C 0.5321 -1.3153 0.0332
C -0.6391 -1.1638 -1.6355
O 1.8311 -2.2793 -3.3498
C -0.4005 -1.3124 -1.2695
H -1.9484 -0.7553 1.2640
H -0.3697 0.4198 -2.9785
O -7.7473 2.6599 0.6029
C 0.6279 0.1057 -1.3694
C 0.0345 -0.0266 0.0640
C -0.9040 0.0015 -0.3211
H -2.0988 1.1751 0.0380
C -0.5540 -1.4979 -1.1843
H -2.1165 0.6939 0.0407
H -0.4758 2.4817 -0.6816
H -0.0854 0.0897 0.0807
O -0.0805 -0.0219 -0.2860
H 0.0973 0.0858 -0.0560
H -1.8870 -1.3255 1.2773
H -0.0254 0.0247 0.1186
H -1.7871 0.8202 -1.6241
H -0.4979 -2.4929 0.7280
C 0.0827 -0.8444 0.3400
H 0.1652 0.0940 -0.0917
H 0.1641 0.7185 2.1688
H 2.1714 -0.9530 -1.0036
C -1.0442 2.2915 -1.1394
O 0.4747 -0.0539 0.4667
H -1.2966 -0.0721 1.9158
C -0.9462 -0.8587 0.3868
H 1.6166 -0.4181 1.0743
C -0.0754 -0.6142 -2.6886
C -1.0572 -0.3299 -5.1512
H -0.1143 -0.0582 -0.0577
C 3.4962 1.5772 -2.8341
C 0.8771 -0.4458 0.4452
H 1.1724 0.6947 2.2281
H -1.6281 -0.7918 1.6910
H -1.0671 2.4648 -0.6009
H -0.0263 -2.1132 0.9189
H 0.5516 2.3360 1.8436
C 0.2359 3.3543 -1.7064
H 2.2151 0.5832 -0.4490
O 7.6815 3.9247 -4.2291
H 2.2867 -0.3484 1.4719
H 0.4780 0.0451 2.3233
C 0.4123 -0.3221 3.6506
O 4.0864 -0.1022 1.4692
H 1.0311 0.6265 -2.1011
C 0.3089 0.0538 0.3628
C -0.0908 -0.0777 -0.1487
C 0.0302 0.2026 -1.2524
H 2.3214 -0.5503 1.2298
C 1.4581 0.8778 1.5071
O -1.9161 -1.5095 1.8726
C 0.0378 0.3372 -1.0236
H 2.1344 0.7360 1.5183
H 0.2239 2.3903 -1.1337
H -1.6654 0.8083 1.7891
H -0.6817 -0.5505 -2.2374
N 0.8757 1.3594 3.6329
H -0.9961 -2.2306 0.5752
C -0.5986 0.6948 0.9319
H 2.2026 1.4579 -0.3033
H 2.1282 0.5422 -1.6773
H 0.0334 0.0511 -0.0372
S -0.6519 -0.8607 -0.5949
C 0.0803 -0.7668 0.1960
H 1.9591 1.0440 1.2618
C -0.1578 0.3174 0.4268
H 0.4253 0.0998 2.4907
H -0.6045 -1.0340 -1.9675
C 2.7955 -1.3787 5.3487
C 0.8308 3.8610 2.0760
H -0.4709 -2.0268 -1.4121
H -0.2722 2.1821 -1.2890
H 0.9261 0.5072 -2.2621
H 0.1329 0.0175 0.0673
H 2.5001 0.6231 0.9243
H -1.2550 -1.4591 -1.3061
H -1.1440 2.0849 1.0316
C -3.7275 -2.2710 -1.7634
H -0.0118 -0.1908 -0.0765
H 0.0308 -0.0370 0.0471
H -0.0116 0.0572 -0.0899
C 4.2977 -1.3642 -0.5724
C -0.3178 -0.5978 0.1120
C -5.2830 -3.2282 3.9538

Values from the calculation:
HOMO-LUMO gap = 5.91 eV
HOMO = -10.767 eV
net charge = +1
E_LUMO = -4.9 eV
E = -2534.14835 a.u.